a:
Density functional theory data (ωB97M-V/def2-TZVPD) for a molecular structure, CH4Br2Si.

```
! wB97M-V def2-TZVPD RIJCOSX def2/J DEFGRID3
* xyz 0 1
Br -0.28 2.27 -0.72
H 0.17 -1.88 0.67
H -1.45 -0.26 1.44
Br -0.97 -0.47 -2.13
H 0.90 0.17 1.81
C -0.02 0.40 -0.73
H 1.73 0.25 -1.31
Si -0.09 -0.48 0.96
*
```

Summary:
HOMO-LUMO gap	8.9	eV

Atom charges from the Löwdin analysis, given in e for atoms 1 to 6: number 1, Br, carries 0.54; number 2, H, carries -0.07; number 3, H, carries -0.06; number 4, Br, carries 0.53; number 5, H, carries -0.07; number 6, C, carries -1.54

***

b:
Density functional theory data (ωB97M-V/def2-TZVPD) for a molecular structure, CH4Br2Si.

```
! wB97M-V def2-TZVPD RIJCOSX def2/J DEFGRID3
* xyz 0 1
Br 2.58 -1.78 -0.36
H -2.40 -0.34 0.91
Br 2.10 1.25 -0.16
H -1.92 0.46 -1.51
C 1.38 -0.51 0.50
H 0.45 -0.67 0.18
H -0.82 1.35 0.53
Si -1.39 0.24 -0.10
*
```

Summary:
HOMO-LUMO gap (alpha / beta)	8.2 / 6.3	eV

Atom charges from the Löwdin analysis, given in e for atoms 1 to 6: number 1, Br, carries 0.51; number 2, H, carries -0.12; number 3, Br, carries 0.44; number 4, H, carries -0.12; number 5, C, carries -0.92; number 6, H, carries -0.28

***

c:
Density functional theory data (ωB97M-V/def2-TZVPD) for CH4Br2Si in the gas phase.

```
! wB97M-V def2-TZVPD RIJCOSX def2/J DEFGRID3
* xyz 0 1
H 1.12 -1.61 -1.21
C -0.26 0.85 -0.18
H 1.06 -1.10 1.23
Br 1.32 1.95 -0.22
H -1.17 -1.33 -0.19
Br -1.37 1.19 1.61
H -0.93 1.16 -0.95
Si 0.23 -1.11 -0.09
*
```

Summary:
HOMO-LUMO gap	9.8	eV
SMILES string	[SiH3]C(Br)Br

Atom charges from the Löwdin analysis, given in e for atoms 1 to 6: number 1, H, carries -0.07; number 2, C, carries -1.23; number 3, H, carries -0.03; number 4, Br, carries 0.53; number 5, H, carries -0.10; number 6, Br, carries 0.38

***

Most favorable structure: c. The second most favorable one is 201.4 kJ/mol above it.

***

a:
Density functional theory data (ωB97M-V/def2-TZVPD) for C6H6 in the gas phase.

```
! wB97M-V def2-TZVPD RIJCOSX def2/J DEFGRID3
* xyz 0 1
C 0.44 -0.14 -0.99
H 0.66 0.81 3.39
H 1.64 0.72 1.01
C 0.55 0.54 1.31
H -1.37 0.11 0.42
C -0.13 -0.73 -2.21
H -1.32 -1.67 -3.93
C 0.04 0.73 2.54
H 1.61 -0.12 -1.00
C -0.28 0.26 0.12
H -1.11 0.77 2.46
C -0.72 -1.27 -3.12
*
```

Summary:
HOMO-LUMO gap	8.8	eV
SMILES string	C#C/C=C/C=C

Atom charges from the Löwdin analysis, given in e for atoms 1 to 6: number 1, C, carries -0.13; number 2, H, carries 0.04; number 3, H, carries 0.11; number 4, C, carries -0.24; number 5, H, carries 0.13; number 6, C, carries -0.15

***

b:
Density functional theory data (ωB97M-V/def2-TZVPD) for C6H6 in the gas phase.

```
! wB97M-V def2-TZVPD RIJCOSX def2/J DEFGRID3
* xyz 0 1
H 0.21 -0.86 -1.29
H 4.06 0.14 0.20
H -3.64 0.05 -0.50
H -1.63 0.50 -1.65
C 1.85 -0.16 0.64
H 0.28 -1.28 1.48
C -1.55 -0.02 -0.60
H 0.01 0.47 1.45
C -0.32 -0.49 -0.43
C -2.71 0.65 -0.57
C 3.02 0.00 0.40
C 0.42 -0.37 0.88
*
```

Summary:
HOMO-LUMO gap	8.7	eV

Atom charges from the Löwdin analysis, given in e for atoms 1 to 6: number 1, H, carries 0.11; number 2, H, carries 0.02; number 3, H, carries 0.04; number 4, H, carries 0.16; number 5, C, carries -0.15; number 6, H, carries 0.12

***

Most favorable structure: a. The second most favorable one is 290.1 kJ/mol above it.

***

a:
Density functional theory data (ωB97M-V/def2-TZVPD) for a molecular structure, CH4ClN2P.

```
! wB97M-V def2-TZVPD RIJCOSX def2/J DEFGRID3
* xyz 0 1
H -0.28 -1.85 1.75
H -1.60 2.01 -0.63
H -0.44 1.35 -1.79
H 0.26 2.20 -0.48
P 1.10 -1.85 1.58
N 0.75 -0.10 0.16
Cl 1.23 -3.43 0.29
N -0.41 0.16 -0.11
C -0.60 1.52 -0.75
*
```

Summary:
HOMO-LUMO gap (alpha / beta)	7.8 / 7.8	eV

Atom charges from the Löwdin analysis, given in e for atoms 1 to 6: number 1, H, carries -0.18; number 2, H, carries 0.08; number 3, H, carries 0.05; number 4, H, carries 0.08; number 5, P, carries 0.41; number 6, N, carries -0.16

***

b:
Density functional theory data (ωB97M-V/def2-TZVPD) for 2 unconnected molecules or ions with the total composition CH4ClN2P.

```
! wB97M-V def2-TZVPD RIJCOSX def2/J DEFGRID3
* xyz 0 1
N 0.78 1.54 -0.05
C -0.87 -0.18 -0.21
H -0.74 -1.01 0.49
P 3.47 0.74 0.08
H 3.92 0.68 1.43
H -1.22 -0.49 -1.24
H -1.65 0.51 -0.02
N 0.34 0.51 -0.29
Cl 2.47 -1.07 -0.27
*
```

Summary:
HOMO-LUMO gap (alpha / beta)	6.7 / 8.2	eV

Atom charges from the Löwdin analysis, given in e for atoms 1 to 6: number 1, N, carries 0.08; number 2, C, carries -0.11; number 3, H, carries 0.09; number 4, P, carries 0.30; number 5, H, carries -0.24; number 6, H, carries 0.11

***

c:
Density functional theory data (ωB97M-V/def2-TZVPD) for CH4ClN2P in the gas phase.

```
! wB97M-V def2-TZVPD RIJCOSX def2/J DEFGRID3
* xyz 0 1
H 2.51 -0.23 -0.48
H -2.25 1.24 -1.38
N -0.71 -0.09 0.16
N 0.76 0.41 -0.23
Cl -3.46 -0.46 0.14
H 1.40 -1.36 0.43
C 1.68 -0.39 0.24
H 1.98 -0.02 1.16
P -1.92 0.89 -0.05
*
```

Summary:
HOMO-LUMO gap (alpha / beta)	7.9 / 8.4	eV
SMILES string	C/N=N/PCl

Atom charges from the Löwdin analysis, given in e for atoms 1 to 6: number 1, H, carries 0.11; number 2, H, carries -0.10; number 3, N, carries -0.35; number 4, N, carries -0.04; number 5, Cl, carries 0.10; number 6, H, carries 0.06

***

d:
Density functional theory data (ωB97M-V/def2-TZVPD) for CH4ClN2P in the gas phase.

```
! wB97M-V def2-TZVPD RIJCOSX def2/J DEFGRID3
* xyz 0 1
H 2.10 0.04 0.35
H 1.08 -1.32 -0.59
C 1.18 -0.75 0.34
N 0.05 0.09 0.57
H 1.14 -1.41 1.31
Cl -2.54 1.48 0.74
P -1.20 0.66 -0.42
H -1.60 -0.40 -1.14
N -0.19 1.60 -1.17
*
```

Summary:
HOMO-LUMO gap (alpha / beta)	7.9 / 7.9	eV

Atom charges from the Löwdin analysis, given in e for atoms 1 to 6: number 1, H, carries 0.13; number 2, H, carries 0.05; number 3, C, carries -0.23; number 4, N, carries -0.23; number 5, H, carries 0.11; number 6, Cl, carries 0.36

***

Most favorable structure: a. The second most favorable one is 85.3 kJ/mol above it.